Computed, not measured: a single C3H3NO2 molecule at a distorted geometry, with ωB97M-V with the def2-TZVPD basis set.

Calculated values
ΔE to the lowest compared entry with this formula, charge and spin in kJ/mol: 219.6
Total charge: 0
E in eV: -8742.85475
HOMO in eV: -10.231
LUMO in eV: 0.494

Each line ends with the Mulliken charge.
Positions of all 9 atoms, in Å:
C 0.1744 1.2771 0.0479  -0.66
N -0.0188 -0.1421 -0.0043  0.02
C -0.6086 -1.2722 0.5263  0.39
O -1.3280 -1.6227 1.4018  -0.50
C 0.2539 -1.3439 -0.6255  0.40
O 0.8677 -1.8050 -1.5297  -0.51
H 0.3415 1.5824 1.0812  0.29
H 1.0332 1.5427 -0.5670  0.29
H -0.7153 1.7836 -0.3307  0.28

Computed, not measured: a single C5H6O2 molecule, with ωB97M-V with the def2-TZVPD basis set.

Calculated values
ΔE to the lowest compared entry with this formula, charge and spin in kJ/mol: 346.9
Total charge: 0
E in eV: -9373.50060
HOMO in eV: -8.216
LUMO in eV: 0.637

Each line ends with the Mulliken charge.
Positions of all 13 atoms, in Å:
O 0.8005 2.0706 0.6232  -0.45
C 0.4347 0.9251 0.0487  0.66
C -0.8178 0.5033 -0.2181  -0.56
C -1.4875 -0.6656 0.4884  -0.58
C -0.6366 -0.8715 -0.7230  0.03
O 0.7170 -1.2693 -0.6158  -0.42
C 1.4792 -0.1342 -0.2345  -0.39
H -0.0237 2.5793 0.7010  0.34
H -1.0426 -0.9644 1.4374  0.19
H -2.5668 -0.7903 0.4377  0.27
H -1.0976 -1.1596 -1.6669  0.37
H 2.0056 -0.3370 0.7126  0.25
H 2.2356 0.1139 -0.9908  0.28

Computed, not measured: 3 unconnected molecules or ions with the total composition C4H13NO2 at a distorted geometry, with ωB97M-V with the def2-TZVPD basis set.

Calculated values
ΔE to the lowest compared entry with this formula, charge and spin in kJ/mol: 155.8
Total charge: 0
E in eV: -9942.58153
HOMO in eV: -7.936
LUMO in eV: 0.543

Each line ends with the Mulliken charge.
Positions of all 20 atoms, in Å:
C 1.1984 1.2038 0.8770  -1.13
C 0.6883 1.0989 -0.3591  0.93
C 0.8645 2.2146 -1.3467  -1.25
N 0.2041 -0.1147 -0.9347  -0.16
C -0.8467 0.0483 -1.9090  -0.95
H 1.7874 2.0809 1.1346  0.23
H 1.1911 0.4597 1.6718  0.26
H 1.1222 3.1947 -0.8570  0.32
H -0.1313 2.5326 -1.6514  0.32
H 1.4233 2.0065 -2.2375  0.29
H 0.3003 -0.9159 -0.3354  0.29
H -0.5670 -0.1377 -2.9282  0.29
H -1.3942 1.0095 -1.9186  0.28
H -1.7415 -0.5415 -1.6659  0.29
O -1.4740 -2.2486 0.7286  -0.63
H -1.6612 -2.1479 -0.2032  0.30
H -1.3479 -3.1861 0.9434  0.33
O 0.4891 -2.2107 3.6840  -0.65
H 0.0112 -1.9637 2.8858  0.34
H -0.1163 -2.3827 4.4213  0.31

Computed, not measured: a single C6H8O2 molecule at a distorted geometry, with ωB97M-V with the def2-TZVPD basis set.

Calculated values
ΔE to the lowest compared entry with this formula, charge and spin in kJ/mol: 309.3
Total charge: 0
E in eV: -10443.52047
HOMO in eV: -8.986
LUMO in eV: -0.409

Each line ends with the Mulliken charge.
Positions of all 16 atoms, in Å:
C -1.2339 1.1198 0.2793  -0.91
C -0.4010 0.0483 0.2658  0.82
C -0.4524 -1.0067 1.3380  -1.33
C 0.9180 0.3154 -0.4159  0.24
C 1.7978 1.2348 0.0191  -0.87
O 1.1460 -0.5608 -1.4127  -0.43
C -0.2931 -1.0640 -1.7447  0.24
O -1.0815 -0.4659 -2.4332  -0.40
H -1.1656 1.8970 -0.4751  0.33
H -1.9670 1.2673 1.0668  0.29
H 0.4750 -1.5808 1.4141  0.33
H -0.6403 -0.5704 2.3230  0.40
H -1.2562 -1.7158 1.1176  0.32
H 2.7565 1.3433 -0.4749  0.30
H 1.5637 1.8941 0.8449  0.30
H -0.1662 -2.1554 -1.7122  0.37

Computed, not measured: a single C5H8O molecule, with ωB97M-V with the def2-TZVPD basis set.

Calculated values
ΔE to the lowest compared entry with this formula, charge and spin in kJ/mol: 386.4
Total charge: 0
E in eV: -7358.25068
HOMO in eV: -8.499
LUMO in eV: 0.905

Each line ends with the Mulliken charge.
Positions of all 14 atoms, in Å:
C 2.6775 0.3517 1.1183  -0.20
O 1.5583 0.7962 0.6328  -0.18
C 0.5556 -0.0704 0.0696  0.22
C -0.7656 -0.2140 0.8328  -0.76
C -1.4746 -0.1531 -0.5414  -0.45
C -0.2005 0.4961 -1.1299  -0.73
H 2.6374 -0.7761 1.0044  0.12
H 1.0287 -1.0381 -0.1287  0.34
H -0.9783 0.6679 1.4453  0.28
H -0.8860 -1.1146 1.4400  0.28
H -2.4008 0.4207 -0.5976  0.31
H -1.6507 -1.1501 -0.9544  0.24
H -0.2388 1.5878 -1.0664  0.24
H 0.1378 0.1960 -2.1250  0.30

Computed, not measured: 2 unconnected molecules or ions with the total composition C4H9NO3, with ωB97M-V with the def2-TZVPD basis set.

Calculated values
ΔE to the lowest compared entry with this formula, charge and spin in kJ/mol: 151.3
Total charge: 0
E in eV: -11925.97299
HOMO in eV: -9.271
LUMO in eV: 0.614

Each line ends with the Mulliken charge.
Positions of all 17 atoms, in Å:
N -0.2984 1.1026 -1.1397  -0.43
C -1.1878 0.8341 -0.1465  0.60
O -1.6247 1.6661 0.6140  -0.63
C -1.7028 -0.6069 -0.1258  -0.38
O -1.1262 -1.4705 -1.0804  -0.57
H 0.1455 2.0067 -1.0760  0.26
H 0.3168 0.3542 -1.4371  0.27
H -1.4876 -1.0351 0.8569  0.24
H -2.7933 -0.5624 -0.2356  0.34
H -1.3391 -1.1407 -1.9619  0.34
C 1.9488 0.7227 1.1975  -0.72
C 1.4558 -0.4750 0.9345  0.00
O 1.5307 -1.0356 -0.3098  -0.56
H 2.4291 1.3058 0.4317  0.28
H 1.8906 1.1424 2.1817  0.26
H 0.9727 -1.0713 1.7015  0.32
H 0.8699 -1.7372 -0.4052  0.37